Entry 1:
The following is a DFT calculation (the ωB97M-V functional and the def2-TZVPD basis) of an isolated molecule of C10H7NO3 in a non-equilibrium geometry.

Last column: natural (NBO) charge in e.
Positions of all 21 atoms, in Å:
O  -0.96515  0.55243  -0.35408  -0.4883
O  -2.97427  1.17562  -0.23151  -0.4401
O  -0.26336  -1.65858  -0.27123  -0.5486
N  3.81966  -1.00255  -0.08832  -0.4384
C  2.48929  -1.21595  0.03810  0.0911
C  -4.35637  0.77737  -0.06256  0.0290
C  1.53278  -0.16518  0.08642  -0.2363
C  0.09163  -0.47585  -0.20768  0.7843
C  -4.30510  -0.55665  0.30101  -0.2928
C  4.31827  0.28253  -0.12842  0.0634
C  2.01836  1.14265  0.06623  -0.1452
C  -2.19885  0.05965  -0.05402  0.5720
C  -2.94659  -1.07482  0.24924  -0.3953
C  3.39273  1.43526  0.27456  -0.2516
H  -5.05528  -1.48811  0.42944  0.2460
H  5.45442  0.35579  -0.06455  0.2170
H  -4.93277  1.74003  -0.22881  0.2388
H  -2.58823  -2.12974  0.07788  0.2707
H  1.35969  2.08676  -0.04436  0.2473
H  2.35249  -2.35236  -0.11751  0.2431
H  3.75665  2.51168  0.33016  0.2339

Cartesian forces, eV/Å:
3.75 -2.87 0.96
-1.82 -1.81 0.69
0.91 3.09 0.06
0.12 2.30 -0.45
1.10 -1.25 -1.04
2.31 0.41 0.32
-0.13 0.38 -1.53
-2.33 -2.92 0.22
-1.66 -2.39 -0.62
-2.10 0.79 3.69
0.51 2.51 1.08
-1.77 1.44 -0.78
1.55 1.29 -1.24
1.65 -2.09 -2.98
0.99 3.18 -0.23
-1.74 0.10 -0.58
0.04 -2.15 0.53
-0.66 1.56 0.82
0.66 -2.04 0.42
-0.92 2.18 0.74
-0.47 -1.71 -0.07

**SMILES**: O=C(Oc1ccco1)c1cccnc1
**Orbital gap**: 7.763 eV
**ΔE to the lowest compared entry with this formula, charge and spin**: 69.8 kcal/mol
**Total charge**: 0

Entry 2:
The following is a DFT calculation (the ωB97M-V functional and the def2-TZVPD basis) of a cluster of 2 separate species, C10H8BCl3N3O3 in total in a non-equilibrium geometry.

Last column: natural (NBO) charge in e.
Positions of all 28 atoms, in Å:
Cl  1.03975  -4.52444  0.29256  -0.2679
Cl  -1.66227  -3.96357  1.64909  -0.2522
Cl  -1.28847  -3.38953  -1.35294  -0.2610
O  -4.23906  2.06127  -3.17903  -0.3902
O  -4.80210  1.53965  -1.11542  -0.4361
O  -0.04822  -2.03005  0.70469  -0.6390
N  -3.98708  1.59620  -2.06074  0.5097
N  -1.76911  1.10631  -2.87727  -0.4435
N  -0.83012  0.14458  -1.02010  -0.4758
C  -0.67115  0.54503  -2.33312  0.1181
C  -2.10153  0.50754  -0.68882  -0.0417
C  2.54979  0.39295  0.16330  -0.1697
C  1.75111  1.13088  2.75565  -0.2173
C  1.36549  -0.13778  0.73064  -0.1170
C  -2.67511  1.08680  -1.84495  0.0797
C  3.23087  1.40750  0.84601  -0.2225
C  2.78877  1.81470  2.10823  -0.2043
C  0.48590  -1.08776  -0.00225  0.4655
C  1.07130  0.11262  2.08846  -0.1616
B  -0.48057  -3.45478  0.32129  0.4060
H  0.58805  -1.19549  -1.09436  0.2183
H  4.10543  1.87328  0.38313  0.2133
H  0.24931  0.45545  -2.91746  0.1841
H  0.27509  -0.45611  2.58409  0.2393
H  1.46813  1.38488  3.77880  0.2137
H  -2.59550  0.43614  0.27314  0.2248
H  2.87395  0.02648  -0.81515  0.2189
H  3.30733  2.61727  2.62254  0.2086

Cartesian forces, eV/Å:
-0.14 0.19 0.03
0.18 0.03 -0.18
0.15 -0.06 0.22
-0.09 -0.45 1.44
0.94 0.14 -1.16
0.11 0.77 -0.18
-0.88 0.31 -0.07
0.95 -0.62 1.30
-1.00 0.82 0.42
-1.30 0.34 -0.11
-0.61 0.65 -1.27
-1.16 0.16 0.18
0.13 -0.16 -0.27
0.47 -0.14 0.73
1.71 -0.66 0.15
-0.14 -0.33 -0.05
0.05 -0.39 0.02
-0.15 -0.71 -1.49
-0.12 0.47 -0.48
-0.11 0.70 -0.35
0.97 -0.92 0.90
-0.30 -0.15 0.22
-0.31 -0.21 0.48
0.27 0.35 -0.34
0.15 -0.04 -0.30
0.43 -0.37 -0.08
-0.13 0.33 0.26
-0.07 -0.04 -0.05

**Orbital gap**: 8.165 eV
**Total charge**: -1

Entry 3:
The following is a DFT calculation (the ωB97M-V functional and the def2-TZVPD basis) of a structure of composition C10H8BN6PtS2.

Last column: natural (NBO) charge in e.
Positions of all 28 atoms, in Å:
Pt  0.49829  0.81479  -0.18831  0.6349
S  1.73478  1.66491  1.52776  -0.0441
S  -0.58642  2.84639  0.54033  -0.0940
N  2.25600  3.40145  4.83204  -0.3739
N  -0.02018  0.07645  -2.07851  -0.3579
N  -0.16504  -1.12814  0.61745  -0.3692
N  -1.43547  5.39050  3.29073  -0.3723
N  -0.03240  -2.28907  -0.06860  -0.3000
N  -0.45880  -1.16108  -2.41926  -0.2717
C  0.35370  -2.76725  2.05850  -0.3687
C  -0.82924  -1.14867  -3.70212  -0.0056
C  -0.62691  0.11440  -4.23336  -0.3672
C  1.45925  3.51406  4.00653  0.3139
C  0.27682  -3.27948  0.77130  -0.0045
C  -0.12069  0.84604  -3.16524  -0.0278
C  0.52660  2.86829  1.84516  -0.2263
C  0.07731  -1.41163  1.90053  -0.0221
C  -0.59242  4.61722  3.14766  0.3142
C  0.46417  3.65152  2.97171  -0.4661
B  -0.51435  -2.49699  -1.54549  0.2008
H  0.58394  -3.29765  2.96744  0.2230
H  0.39747  -4.28514  0.39674  0.2150
H  0.04810  -0.61391  2.62657  0.2276
H  -1.19612  -2.05629  -4.15592  0.2170
H  0.17544  1.88081  -3.10166  0.2219
H  0.22639  -3.33188  -2.04128  -0.0608
H  -1.67849  -2.86842  -1.56197  -0.0593
H  -0.82171  0.44876  -5.23872  0.2230

Cartesian forces, eV/Å:
-0.02 0.16 0.41
-0.53 -0.20 0.35
0.39 -0.03 -0.67
-0.01 0.01 -0.02
-0.78 0.04 -0.18
0.70 -0.58 -0.01
0.03 -0.03 -0.01
-0.11 0.24 -0.38
0.11 0.06 0.38
-0.04 0.01 -0.01
0.08 -0.14 -0.02
0.03 -0.01 0.01
-0.52 0.13 -0.43
-0.07 -0.02 -0.01
0.03 0.03 -0.04
0.09 -0.05 -0.09
-0.01 -0.01 0.06
0.54 -0.41 -0.02
-0.01 0.41 0.53
0.02 0.04 0.00
-0.02 0.03 -0.04
-0.02 0.07 0.05
0.09 -0.05 0.00
0.02 0.06 0.00
-0.07 -0.02 0.00
-0.14 0.19 0.02
0.22 0.09 0.05
0.02 -0.02 0.06

**Orbital gap**: 6.703 eV
**ΔE to the lowest compared entry with this formula, charge and spin**: 32.8 kcal/mol
**Total charge**: -1

Entry 4:
The following is a DFT calculation (the ωB97M-V functional and the def2-TZVPD basis) of an isolated molecule of C10H8BrNO2S in a non-equilibrium geometry.

Last column: natural (NBO) charge in e.
Positions of all 23 atoms, in Å:
Br  3.01334  4.32625  0.95485  0.0501
S  -1.22074  -1.55667  0.96106  0.5031
O  -2.59145  2.93473  -0.26333  -0.5379
O  -2.22250  0.70467  0.07177  -0.3407
N  -1.01353  -0.06709  0.18965  -0.2683
C  2.20770  1.46887  1.01909  -0.1797
C  0.48465  3.09579  0.49246  -0.1544
C  -0.12500  -2.55670  -1.47328  -0.4270
C  -0.01201  0.77737  0.47570  0.1490
C  -0.50989  -3.71964  -0.58535  -0.4149
C  -0.39525  2.09599  0.32440  -0.2195
C  1.84527  2.79606  0.73033  -0.1105
C  -1.32086  -2.49522  -0.50824  -0.4402
C  -1.85833  2.04300  0.00833  0.7612
C  1.27714  0.41726  0.71999  -0.2630
H  3.27626  1.33143  1.30958  0.2376
H  -0.39825  -2.38581  -2.53397  0.2308
H  0.61953  -1.78482  -1.27251  0.2212
H  -0.83504  -4.65544  -1.13158  0.2420
H  1.72780  -0.51515  0.91568  0.2395
H  0.26180  -3.87798  0.29527  0.2318
H  -2.36077  -2.58281  -1.06959  0.2373
H  0.15011  4.20591  0.36966  0.2527

Cartesian forces, eV/Å:
-0.30 -0.95 -0.07
-0.08 0.41 -0.28
-0.76 0.01 -0.09
0.18 0.52 -0.21
-1.96 -1.02 0.00
0.13 0.79 -1.47
1.15 3.74 -0.63
-0.97 1.78 -0.17
1.18 0.21 -0.34
2.90 -1.67 0.29
-1.75 -1.45 0.07
-1.16 0.21 1.04
-2.65 -0.79 -2.24
1.38 0.17 0.40
2.97 2.20 1.83
-1.14 -0.45 -0.26
-0.08 -1.05 0.71
0.35 -0.78 0.58
0.15 1.26 1.08
-0.48 -1.41 -0.11
-1.82 0.08 -1.89
2.12 0.42 1.55
0.64 -2.23 0.22

**SMILES**: O=c1on(SC2CC2)c2ccc(Br)cc12
**Orbital gap**: 8.798 eV
**Total charge**: 0

Number 1: HOMO energy -8.41 eV. Number 2: HOMO energy -5.81 eV. Number 3: HOMO energy -4.58 eV. Number 4: HOMO energy -8.67 eV.